1.
59
Properties=species:S:1:pos:R:3:forces:R:3 method="wB97M-V/def2-TZVPD" homo_energy_ha=-0.2312 homo_lumo_gap_ev=2.444 e_lumo_ev=-3.849
Zr 6.496508 10.868977 1.949417 -0.0237 -0.1566 -0.3983
O 4.990420 10.589595 -1.929172 1.2090 -2.1586 -4.0502
C 5.290578 9.779374 -3.090464 -2.0389 3.4815 3.3988
C 6.309024 8.519697 -2.794298 2.1500 -1.8205 4.8038
O 6.827917 8.463204 -1.451020 -1.4604 0.1372 -4.0984
H 5.619591 10.293703 -3.993411 0.7479 0.5872 0.3703
H 4.351759 9.326453 -3.409178 -0.1106 -0.8944 0.4700
H 7.139782 8.591287 -3.496305 0.1381 0.9217 -0.1534
H 5.793986 7.589314 -3.033481 -0.4906 0.0663 0.1465
O 8.673583 11.582035 5.442705 -1.8178 1.1378 3.3325
C 8.305723 12.037527 6.750195 -0.2644 -1.2112 -3.1742
C 6.766312 12.387094 7.059761 -1.6026 -1.1850 -4.1697
O 5.863040 12.162196 5.935399 2.9642 0.8937 2.9739
H 8.817966 12.985790 6.912975 0.1040 0.7450 0.0424
H 8.762526 11.363125 7.474504 -0.0144 -0.1824 0.3480
H 6.555817 13.343792 7.537799 0.2277 0.5290 -0.2254
H 6.415017 11.710484 7.838784 0.2751 -0.8790 0.3459
O 1.810255 7.542054 2.093472 -1.1578 0.4880 0.2934
C 0.788689 7.045390 2.540859 3.2248 -0.4287 0.1856
O -0.127920 6.501859 1.783350 -2.1272 0.1237 -0.8142
C -0.399911 7.058634 0.480999 0.2882 -0.9149 -1.6626
C 0.024454 6.099919 -0.663245 0.5875 -0.7833 1.2269
C 0.672196 6.653326 3.982346 0.4648 0.0419 0.8707
H 0.060689 8.037171 0.345350 -0.0258 -0.0859 0.3375
H -1.480879 7.089328 0.344339 -0.0483 0.4893 0.6916
H -0.144297 6.490689 -1.666697 -0.0296 0.1101 0.2188
H -0.482470 5.144070 -0.531033 -0.7072 0.1465 -0.2116
H 1.042741 5.729131 -0.546163 0.4292 0.7551 -0.1802
H -0.342911 6.583422 4.373214 0.1846 -0.1562 -0.1263
H 1.318237 7.231375 4.643089 -0.4351 0.9652 -0.3063
H 1.248761 5.740980 4.134963 -0.6269 -0.7329 -0.5089
O 6.706610 16.693056 0.805729 -0.1077 2.7015 -1.8635
C 6.675723 17.925075 0.670661 0.4496 -2.4004 0.6528
O 6.923417 18.698595 -0.425828 -0.6276 0.3527 0.8563
C 6.989535 18.215059 -1.741961 0.5547 -1.6760 -1.9282
C 7.269410 19.222285 -2.856074 -0.5392 1.4107 0.9025
C 6.454844 18.716970 1.917106 0.6240 1.4823 0.5303
H 6.076814 17.739866 -2.101450 -0.4058 -0.1853 0.7955
H 7.747655 17.438080 -1.840270 0.1422 -0.1192 0.4594
H 7.383755 18.724019 -3.818755 0.2428 -0.1753 0.2512
H 8.073181 19.931862 -2.659743 0.4652 -0.4486 -0.0134
H 6.416407 19.891527 -2.968321 -0.2939 -0.0525 -0.0436
H 6.833887 19.738926 1.910766 0.0935 0.1018 -0.6571
H 7.056444 18.257877 2.701589 -0.5779 -0.3768 0.0966
H 5.409214 18.857460 2.191014 -0.0282 -0.6399 -0.0237
O 11.626899 13.444602 -1.122010 0.5374 -0.1334 -0.7026
C 12.619168 13.516301 -1.820403 -3.0401 -0.7673 -0.8089
O 13.746513 13.806172 -1.267916 2.6070 1.3029 0.9852
C 14.859458 14.415868 -1.980672 0.5388 -1.6852 0.4754
C 15.948104 14.681632 -0.920903 -0.6439 1.1893 -0.3911
C 12.616810 13.226299 -3.314431 0.3432 0.1308 -0.1741
H 14.539454 15.277001 -2.567315 -0.0278 0.3451 0.5452
H 15.215365 13.697669 -2.719345 0.1215 -0.1547 -0.0337
H 16.341413 13.862943 -0.318266 -0.4214 -0.4100 -0.5305
H 15.518473 15.392913 -0.215480 0.0836 0.0675 0.1173
H 16.788623 15.187320 -1.396182 0.0572 -0.0435 -0.0635
H 11.656255 12.888974 -3.703847 0.0435 0.1649 0.4012
H 13.374286 12.485648 -3.570869 -0.0008 -0.2189 0.2088
H 12.942669 14.107101 -3.867689 -0.2033 0.2081 -0.0208

2.
88
Properties=species:S:1:pos:R:3:forces:R:3 method="wB97M-V/def2-TZVPD" homo_energy_ha=-0.3874 homo_lumo_gap_ev=10.228 e_lumo_ev=-0.314
C -19.971668 16.272743 6.132991 -0.2416 -0.0931 3.7850
C -19.720534 17.703120 5.694053 -2.2023 -0.0344 -0.7425
O -19.685527 17.537270 4.314691 0.8946 -0.7459 -4.4435
S -20.050596 16.013921 3.627501 0.5471 0.7226 1.4574
O -18.820199 15.386087 3.176638 -2.1466 1.2085 0.2416
O -21.256951 16.069871 2.800517 2.6965 0.1482 1.7404
O -20.403056 15.437967 5.103658 -0.2286 -0.1823 -2.0304
H -20.784820 16.274282 6.858862 -0.3056 0.1269 -0.0210
H -19.186190 15.804800 6.726409 0.6102 0.0113 -0.6856
H -18.968674 18.369209 6.117311 0.9200 -0.9830 -0.2162
H -20.605682 18.336464 5.753266 -0.4431 -0.1850 1.0299
C -31.514009 16.880595 8.027361 -0.8441 -2.1390 -0.5067
C -31.127346 15.948619 6.817101 0.5493 1.9554 0.2182
O -29.752801 16.309766 6.594610 1.6772 1.1470 -0.1666
S -29.453373 17.954084 6.924735 0.0678 -0.3025 0.0541
O -30.037790 18.818154 5.891739 1.3270 -1.9588 2.0187
O -28.043868 18.204788 7.383029 -4.7349 -1.3244 -1.2189
O -30.538643 17.852818 8.188993 1.7777 1.8422 -0.7554
H -31.506171 16.314132 8.958569 -0.0817 -0.1059 -0.0310
H -32.536686 17.208310 7.840716 0.2098 0.7940 0.1619
H -31.635490 16.214030 5.890039 -0.4174 -0.0591 0.2240
H -31.267826 14.890138 7.036160 0.5674 0.1201 -0.0031
C -23.277623 17.920555 5.194145 1.3319 0.5243 0.0610
C -24.648120 18.321270 4.836386 -2.5952 0.7142 0.8132
O -25.424767 17.098936 4.774680 0.2320 -0.9277 -1.6234
S -24.495141 15.772577 4.517355 0.3151 0.8279 0.2897
O -24.160206 15.554673 3.111776 -0.7917 0.5139 2.9959
O -25.051406 14.715616 5.355982 1.2257 1.7601 -1.5166
O -23.225090 16.514011 5.341171 -0.8575 -1.5752 -0.6276
H -22.986982 18.404497 6.126576 0.2723 -0.3335 0.0742
H -22.640558 18.264403 4.379282 0.5043 -0.3777 0.1358
H -24.652340 19.064230 4.038833 -0.2897 -1.0245 -1.1051
H -25.241720 18.870397 5.567272 0.5281 -0.0818 0.7110
C -22.115840 16.215868 13.163112 -0.5961 -0.5191 1.4989
C -22.583289 14.961786 12.423687 -1.1704 1.4880 0.1309
O -21.996647 15.118107 11.128306 1.5904 -0.2992 0.0329
S -20.446668 15.598442 11.372769 1.9815 0.4342 -0.9206
O -20.015761 16.497745 10.272777 -1.5437 -2.1814 2.8098
O -19.562226 14.458812 11.690469 -2.4520 2.5631 -0.4375
O -20.793318 16.489359 12.750502 1.2045 -1.2713 -1.9127
H -22.171548 15.925821 14.212328 0.6288 0.2517 0.2793
H -22.684444 17.143142 13.092698 -0.2973 -0.3371 -0.7343
H -23.667283 15.047235 12.347849 -0.0100 -0.1966 -0.4996
H -22.365522 14.026146 12.938719 0.5928 0.0343 -0.3096
C -29.792321 14.494432 10.931293 0.4104 -0.0145 0.4331
C -29.445808 13.462322 12.044309 -4.5432 -0.5624 -1.9461
O -28.192430 13.682575 12.448415 3.6003 0.7179 1.2998
S -27.246085 14.001306 11.202241 -1.2231 1.5587 -2.3782
O -26.882932 12.759868 10.530024 -0.1221 2.3571 1.4317
O -26.342172 15.118213 11.469082 -1.1195 -2.7956 -0.0976
O -28.524973 14.727261 10.329970 1.7927 -0.7604 0.3586
H -30.207561 15.446881 11.260731 0.2536 0.0641 0.3741
H -30.494247 14.098372 10.197445 0.1954 -0.3205 -0.0108
H -29.578675 12.505977 11.538487 0.3709 -0.4304 0.2581
H -30.179638 13.489217 12.849835 0.4665 0.1862 0.2728
C -25.025735 16.709888 8.595561 -0.1486 -0.9518 -0.2076
C -23.722250 15.799517 8.653153 -1.2837 0.2009 0.2171
O -22.664016 16.731975 8.669074 0.7923 1.7361 0.3912
S -23.175770 18.179660 9.302088 0.9257 -0.7109 1.6135
O -22.273386 19.239252 8.933484 -1.4161 -1.3332 -1.1094
O -23.394529 18.104833 10.734667 -0.1734 -0.7263 -1.5746
O -24.569539 18.090641 8.530515 0.5518 0.2561 0.4775
H -25.670510 16.501932 9.449448 0.2872 0.5410 0.2931
H -25.669403 16.586332 7.724636 0.4666 -0.1101 -0.2212
H -23.654359 15.087145 7.830956 0.2238 0.6360 -0.4962
H -23.636402 15.174116 9.541751 -0.4769 0.3659 0.2537
C -18.201502 18.759863 10.563105 -0.2354 -0.4033 -0.5749
C -19.462447 19.523664 10.096564 1.2544 0.0990 0.8904
O -18.965351 20.882132 10.020293 -0.2366 1.3052 -0.2511
S -17.894340 21.244525 11.185927 -2.2455 -1.0996 1.4570
O -18.614714 21.330475 12.467568 1.5318 -0.2396 -2.3717
O -17.042953 22.363379 10.831435 -1.0002 -2.5730 -0.1033
O -17.277694 19.712204 11.052930 1.2211 2.1441 1.0391
H -17.687070 18.284443 9.727980 -0.1461 -0.1445 0.0120
H -18.436613 18.009949 11.318380 0.1607 0.2905 0.0390
H -20.240662 19.432986 10.854370 -0.1402 0.2623 -0.2413
H -19.799617 19.189382 9.115415 0.0012 0.4177 0.2062
C -20.271691 11.778376 8.901291 0.1591 0.9175 0.1173
C -20.925335 12.298918 7.624378 1.2110 -0.9203 -0.2935
O -19.854570 12.277050 6.665155 1.5194 -0.0178 -0.7664
S -18.279930 12.394848 7.270070 -2.4604 0.3604 0.3131
O -17.841819 13.801719 7.178204 -0.6245 -3.5300 0.2439
O -17.489928 11.268859 6.760616 -1.6603 2.7263 1.2821
O -18.882625 12.126177 8.808284 1.4728 0.2652 -0.5913
H -20.372629 10.709156 9.087561 0.0508 -0.0005 -0.3910
H -20.721072 12.316813 9.735710 0.4376 -0.0218 0.2860
H -21.341106 13.306108 7.652975 0.0249 -0.0750 0.2869
H -21.658548 11.543802 7.341019 -0.1287 0.3841 -0.4770

3.
50
Properties=species:S:1:pos:R:3:forces:R:3 method="wB97M-V/def2-TZVPD" homo_energy_ha="-0.6132 / -0.6109" charge=+2 homo_lumo_gap_ev="7.905 / 8.586" e_lumo_ev="-8.781 / -8.037" spin_multiplicity=3
C -1.777167 -1.327997 2.852762 -0.1581 0.2400 -0.0372
H -2.050947 -1.297807 3.931437 0.4909 -0.3632 -0.6615
H -2.232065 -2.214520 2.384347 0.2661 0.1010 0.3340
H -2.338486 -0.475762 2.444095 0.3994 0.0605 -0.1570
C -0.237001 -1.276604 2.631955 -0.3919 -0.2986 1.5446
H 0.019719 -1.066792 1.557500 -0.0134 -0.2292 0.0634
H 0.186469 -0.436330 3.222523 -0.2574 -0.4038 -0.5103
C 0.453859 -2.581244 3.131070 0.2898 -0.3273 -0.2251
H 1.545889 -2.489071 3.182031 -0.1928 0.2400 -0.0349
H 0.144638 -2.937876 4.140619 -0.1313 0.7149 -0.6750
H 0.283495 -3.438167 2.465843 -0.2346 0.2436 0.0153
C 0.495230 0.195252 -2.582846 -0.6835 -0.9970 -0.2937
C 1.331475 -0.840697 -2.050420 -0.9230 -0.7553 -0.9941
C 0.482430 -1.850301 -1.483181 -0.1222 -0.6928 -1.2049
C -0.873895 -1.435141 -1.636088 0.3849 -0.6284 -1.1326
C -0.867716 -0.165657 -2.302862 0.7635 -0.5688 -1.2042
C -2.044010 0.694089 -2.481923 -0.9766 0.5059 0.0144
C -2.074914 -2.193244 -1.219028 -0.5910 -0.4230 0.4378
C 0.916764 -3.112130 -0.855248 0.2508 -0.8597 0.4768
C 2.782854 -0.753356 -1.839736 0.8075 -0.1336 0.3700
C 0.933247 1.547949 -2.928509 0.3006 0.9584 -0.4892
V 0.184118 -0.015438 -0.562863 -0.0445 2.7057 5.2379
H -2.955656 -1.559036 -1.088252 0.1541 -0.0851 -0.0669
H -2.324598 -2.938036 -1.989530 0.1063 0.1980 0.1261
H -1.938991 -2.745086 -0.281722 0.1064 0.0944 -0.1802
H -2.919259 0.253639 -1.987579 0.1841 0.2290 -0.2516
H -1.893997 1.694376 -2.054893 -0.0561 -0.0903 -0.1263
H -2.289533 0.830606 -3.543804 0.0967 -0.0467 0.2100
H 1.734412 1.856273 -2.248577 -0.0359 0.2395 -0.0921
H 1.341576 1.665446 -3.941261 -0.1169 -0.2563 0.1509
H 0.085220 2.230640 -2.846323 0.2471 0.1235 -0.0515
H 3.096935 -1.516881 -1.116331 0.1293 0.3281 -0.2152
H 3.355343 -0.923240 -2.762461 -0.2240 0.0879 0.1127
H 3.074573 0.242482 -1.472714 0.0916 -0.1580 -0.0420
H 0.234819 -3.454235 -0.063487 0.1714 0.1842 -0.2381
H 0.956484 -3.920940 -1.602051 -0.0298 0.2804 0.1163
H 1.919902 -3.036422 -0.424770 -0.1751 -0.0573 -0.0289
C -0.326619 2.402142 2.611730 -0.2485 -0.3653 0.1438
P 0.165366 2.259284 0.847952 0.3426 0.6281 0.5902
C -0.811084 3.547796 0.004490 -0.2111 -0.0531 -0.3270
C 1.884226 2.887185 0.882374 0.2994 -0.2153 -0.2746
H -1.400180 2.205269 2.713917 0.1760 -0.0233 -0.0316
H -0.131265 3.393774 3.047798 0.0799 -0.1959 -0.4786
H 0.209602 1.659878 3.216765 -0.1027 0.2220 -0.2043
H -0.525265 4.574485 0.268255 0.0685 -0.3544 0.1141
H -0.711704 3.432889 -1.081032 0.0094 0.1414 0.1950
H -1.867311 3.405310 0.258797 0.1286 0.0353 -0.0410
H 1.940025 3.934577 1.201982 -0.1725 -0.2194 -0.0412
H 2.498590 2.283695 1.563262 -0.2090 0.0989 -0.0784
H 2.334403 2.804971 -0.114014 -0.0429 0.1404 0.1363

4.
62
Properties=species:S:1:pos:R:3:forces:R:3 method="wB97M-V/def2-TZVPD" homo_energy_ha=-0.4408 charge=+1 homo_lumo_gap_ev=8.269 e_lumo_ev=-3.727
C 5.818127 0.590966 -0.924892 1.1030 -0.3275 -0.1572
C 6.570645 -0.598499 -1.762645 0.8447 0.5659 -0.0967
C 5.617657 -1.855843 -2.203318 2.1598 1.2944 -1.1357
I 6.242707 -3.616393 -1.057185 -0.8865 0.7117 -0.5573
S 3.775866 -1.511513 -2.175436 -0.6981 -0.0912 0.0948
C 3.077196 -1.436435 -0.434639 -0.8825 0.3772 3.1858
C 1.430595 -1.637519 -0.367625 -0.0640 0.9061 -0.7767
C 0.591224 -0.600223 -1.320900 -1.2265 -0.1455 -0.0941
I 0.932949 -3.676983 -1.069402 0.3453 0.6729 0.4044
H 6.631217 1.407294 -0.616881 -1.9318 -1.7576 -0.8527
H 5.398866 0.151870 0.076632 0.5808 0.9660 -2.0156
H 5.011251 1.060868 -1.633661 1.4587 -0.6468 1.7600
H 7.471537 -1.034682 -1.138566 -1.9603 0.9350 -1.2385
H 7.060147 -0.158214 -2.758568 -1.2261 -0.8733 2.1563
H 5.889733 -2.093357 -3.340783 -1.1537 0.3325 2.5133
H 3.588932 -0.203785 -2.715563 0.6279 -1.3802 1.0228
H 3.296478 -0.429747 0.137944 -0.1761 -1.7985 -1.5925
H 3.585287 -2.289914 0.227256 -0.8731 1.7032 -1.9250
H 0.998148 -1.565196 0.722601 1.4447 -0.1614 -2.0769
H -0.295291 -1.237900 -1.799043 2.0705 1.6380 0.9012
H 1.211618 -0.116584 -2.191854 -1.0491 -1.0311 1.6659
H 0.042238 0.270580 -0.720508 1.5658 -1.9165 -1.1539
Cl -0.948980 2.675626 0.237618 0.2373 -0.0217 -0.0145
C -2.667528 2.683264 -0.232721 -0.5972 -0.0734 -0.1559
C -3.335404 1.338375 0.007092 -0.1186 0.2332 0.3621
Cl -2.726939 0.078776 -1.094599 -0.0726 0.0090 0.0250
H -2.730148 2.982476 -1.283623 0.0847 -0.1425 0.2190
H -3.156532 3.454637 0.370108 0.0607 -0.1886 -0.0395
H -4.411543 1.421602 -0.169716 0.3176 0.0345 -0.0321
H -3.185256 0.992610 1.034723 0.0914 0.1100 -0.3261
Cl -4.881161 0.361060 -4.072673 -0.0252 0.0399 0.0057
C -6.453648 0.010449 -3.311725 -0.2424 -0.0744 0.1045
C -7.186641 1.276398 -2.896527 -0.2153 -0.2634 -0.3786
Cl -6.378012 2.110454 -1.547079 -0.0618 0.1251 -0.0305
H -6.277203 -0.651291 -2.458021 0.0238 0.2215 -0.1377
H -7.046558 -0.537965 -4.050132 0.0496 0.1885 0.1163
H -8.195519 1.026406 -2.556034 0.2005 -0.0240 -0.0052
H -7.273604 1.981837 -3.728943 0.1447 -0.1433 0.2134
Cl -1.283603 -6.919632 -2.014512 0.0569 0.1061 -0.0134
C -1.399481 -7.319442 -0.282054 -0.0419 -0.1368 0.3416
C -2.773639 -7.007496 0.289500 0.0559 -0.3198 -0.0043
Cl -3.090748 -5.256871 0.362254 0.0218 0.0387 -0.0476
H -0.610552 -6.774157 0.245295 -0.2297 -0.0229 -0.1276
H -1.192355 -8.390074 -0.190458 -0.1272 0.1728 -0.0217
H -2.844294 -7.385496 1.313409 0.1049 0.0624 -0.1580
H -3.569478 -7.472864 -0.300581 0.2247 0.1656 0.0507
Cl -0.116011 2.351990 4.638894 0.0278 -0.0635 -0.0413
C -1.463608 3.281145 3.935091 -0.2850 0.2477 -0.1290
C -2.819313 2.748199 4.371356 0.0975 0.3593 0.1595
Cl -3.165944 1.144100 3.680522 0.0299 -0.0677 0.0841
H -1.355284 3.263660 2.846145 -0.0319 -0.1227 0.2599
H -1.344071 4.315408 4.272072 -0.0981 -0.1934 0.0401
H -3.610643 3.419850 4.026471 0.1757 -0.0719 -0.0026
H -2.889276 2.671356 5.460999 0.0817 -0.0691 -0.2628
Cl 5.250793 4.810557 2.899618 -0.0235 -0.0482 -0.0536
C 3.532244 4.818195 2.429279 -0.1957 -0.0121 -0.0975
C 2.864369 3.473307 2.669092 -0.2423 0.4776 0.3735
Cl 3.472833 2.213708 1.567401 0.1194 -0.1703 -0.1655
H 3.469625 5.117407 1.378377 0.0540 -0.1425 0.2107
H 3.043240 5.589568 3.032108 0.0308 -0.2309 -0.0417
H 1.788229 3.556533 2.492284 0.1916 -0.0072 -0.0177
H 3.014517 3.127542 3.696723 0.0522 0.0451 -0.2930